# C22H24Cl4N7O4PtS

A molecular structure, C22H24Cl4N7O4PtS (the ωB97M-V functional and the def2-TZVPD basis, the OMol25 dataset).

Geometry as XYZ:
```
63
Properties=species:S:1:pos:R:3:forces:R:3
H -5.131 -0.281 -0.966 -0.014 -0.001 -0.003
C -2.350 1.779 0.708 -0.105 -0.011 -0.033
Pt -0.026 -0.130 -0.020 0.099 0.289 -0.008
H 2.998 4.097 -2.746 0.001 0.006 0.002
N 2.149 -0.929 0.273 -0.246 -0.050 0.134
H 2.510 -0.747 1.203 0.101 -0.035 -0.035
C 1.213 1.622 -1.702 0.089 -0.266 -0.043
N 1.955 2.349 -2.539 -0.088 0.084 0.050
N 0.935 1.965 -0.414 0.135 -0.003 -0.086
Cl -2.451 -5.968 3.285 -0.029 -0.081 0.030
C -1.739 -3.501 4.025 0.120 0.326 -0.075
C 1.433 3.109 0.046 -0.142 -0.046 0.077
H -3.731 2.847 -2.045 -0.002 0.014 -0.005
N 5.580 -2.762 -4.851 0.004 0.034 0.167
C -2.326 1.216 -1.639 -0.026 0.033 0.047
Cl -1.090 -1.066 4.996 0.021 0.150 0.160
C -0.903 -1.739 2.435 -0.026 -0.022 0.116
H 2.767 -0.501 -0.409 -0.058 0.029 -0.034
C -1.253 -2.172 3.760 -0.088 -0.283 -0.143
H -1.566 1.981 -1.795 -0.002 -0.001 -0.018
C -1.025 -2.711 1.336 -0.056 -0.176 0.019
H -4.308 1.267 -2.560 -0.010 0.009 -0.012
C -1.871 -4.403 2.999 0.084 0.084 -0.291
O 0.127 0.799 -4.378 -0.075 0.030 -0.028
C 2.406 3.500 -2.060 0.025 -0.018 -0.057
O -0.528 -1.295 -3.198 -0.062 0.018 0.016
C 4.164 -0.817 -4.759 0.006 0.062 -0.021
H 6.240 -2.252 -5.409 -0.022 -0.006 -0.046
H 3.487 -4.011 -3.837 -0.017 0.006 0.004
C 2.957 -0.231 -4.441 -0.011 -0.042 0.003
H -5.142 0.133 0.747 -0.012 -0.006 0.002
O -0.508 -0.584 2.195 -0.062 -0.075 0.254
C 4.373 -2.184 -4.541 0.073 -0.059 -0.096
H 1.209 3.360 1.077 0.011 -0.020 0.008
C 1.938 -1.004 -3.889 0.107 0.043 -0.063
C 2.128 -2.362 -3.669 0.065 0.035 0.018
C -3.780 2.357 0.535 0.021 -0.012 -0.008
Cl -1.661 -5.109 0.399 -0.028 -0.147 -0.154
Cl -2.147 -3.922 5.615 -0.025 -0.041 0.074
S 0.427 -0.245 -3.446 0.113 -0.071 0.049
C -3.154 -0.371 -0.030 -0.072 0.061 -0.033
H 2.566 4.881 -0.398 0.016 -0.007 -0.013
H -2.191 1.376 1.709 0.007 -0.007 0.007
H 1.315 -2.952 -3.267 -0.005 -0.018 -0.001
C -1.514 -4.028 1.655 0.005 0.138 0.259
C -3.759 1.791 -1.778 -0.005 -0.025 0.026
H -2.969 -1.171 -0.747 0.010 -0.011 0.001
C -4.577 0.234 -0.181 0.033 -0.009 0.001
N -4.497 1.649 -0.522 0.116 -0.025 -0.014
H -3.005 -0.761 0.979 0.013 -0.012 0.008
H 2.786 0.823 -4.619 0.007 -0.008 -0.001
H -3.739 3.414 0.272 -0.010 0.013 0.004
O -0.719 -2.384 0.180 -0.031 -0.083 0.013
C 2.179 3.941 -0.760 0.006 0.040 -0.038
H -2.134 0.407 -2.340 -0.016 -0.008 0.007
H 5.656 -3.762 -4.874 -0.024 0.011 -0.046
H 2.159 -1.929 0.107 0.079 -0.002 -0.009
N 0.700 0.397 -1.968 -0.033 0.240 -0.173
H -4.350 2.268 1.461 -0.011 0.005 0.006
N -2.140 0.680 -0.264 0.119 -0.047 -0.008
H 4.956 -0.223 -5.199 -0.017 0.008 0.005
H -1.582 2.528 0.520 0.010 0.012 0.003
C 3.339 -2.948 -3.990 -0.066 -0.043 0.027
```
Forces are in eV/Å.

<S²>: 6.027
orbital gap (alpha / beta): 6.5 / 3.2 eV
molecular weight: 819.4 g/mol
2S+1: 5
total charge: +1

***

# C22H24ClI2O2P2Tl

A molecular structure, C22H24ClI2O2P2Tl at a distorted geometry (the ωB97M-V functional and the def2-TZVPD basis, the OMol25 dataset).

Geometry as XYZ:
```
54
Properties=species:S:1:pos:R:3:forces:R:3
H -3.515 0.924 2.289 0.073 0.158 -0.181
H -4.641 3.084 1.788 0.118 -0.177 -0.194
H -1.821 -5.504 1.052 -0.163 0.156 -0.079
C 5.283 -1.030 -2.425 -1.378 -0.700 0.127
H 5.484 0.967 -0.053 0.215 0.207 -0.159
O -0.464 -0.802 -0.300 0.905 1.051 -0.037
H 0.129 -1.843 5.217 -0.073 0.329 -0.180
H 1.087 2.143 3.839 -0.241 -0.288 0.045
H -4.296 -5.600 0.719 0.150 0.336 0.042
C -3.233 2.476 -1.248 -0.050 0.413 -0.421
H 4.685 0.924 -4.615 0.174 0.183 0.078
C -2.395 -4.588 0.929 -0.019 0.247 -0.005
H -0.401 1.832 1.886 -0.021 -0.257 0.171
C -3.431 1.365 1.295 0.082 0.199 -0.173
O 1.151 1.534 -4.007 3.316 -1.730 2.186
H -4.401 4.110 -0.484 0.042 -0.293 0.121
H 4.918 2.453 -3.708 0.140 -0.202 -0.202
H 6.365 -0.865 -2.499 -0.306 0.237 -0.106
C -4.508 -3.447 0.615 -0.025 -0.108 -0.003
P 4.458 0.597 -2.213 4.497 -2.046 1.215
C 0.566 1.193 3.704 -0.030 -0.064 -0.095
C -1.731 -3.360 0.951 -0.339 -0.125 0.058
H -4.421 -1.281 0.529 0.151 -0.423 0.023
C -0.792 -1.233 3.366 0.147 0.060 -0.156
C 2.010 1.101 -3.369 -2.901 1.657 -2.141
C -4.070 2.575 1.012 0.055 -0.150 -0.044
C 0.026 -1.042 4.482 0.088 0.286 -0.037
C 5.660 1.367 -1.055 -1.211 0.628 0.992
C -2.583 1.281 -0.976 0.315 -0.056 0.155
C 0.734 0.157 4.630 -0.094 -0.205 -0.076
H 4.900 -1.522 -3.328 0.219 -0.007 0.229
Cl 3.222 -0.520 -0.074 0.605 0.781 -1.679
C -3.947 3.144 -0.257 0.017 -0.184 0.089
C -2.643 0.738 0.314 -0.100 0.261 0.184
P -1.560 -0.632 0.745 -0.588 -0.335 -0.048
I -1.620 4.191 -3.930 0.377 -0.143 -0.856
I -1.444 2.664 -6.158 -0.093 0.377 0.476
C -0.252 1.003 2.590 0.343 -0.357 -0.112
C -3.858 -2.214 0.644 0.180 0.019 0.172
C -3.785 -4.636 0.754 0.215 0.324 0.019
Tl 1.145 1.144 -0.659 -1.753 -0.261 0.638
C -2.469 -2.169 0.829 -0.175 -0.239 -0.161
H -3.126 2.924 -2.245 -0.339 -0.440 0.732
H 6.670 1.108 -1.398 -0.358 0.013 -0.199
H -0.646 -3.320 1.068 -0.318 -0.064 -0.063
H -1.365 -2.157 3.260 0.309 0.249 -0.003
H -1.993 0.795 -1.759 -0.214 0.063 0.270
H 6.228 1.222 -3.743 -0.341 -0.216 0.495
H 5.058 -1.645 -1.548 0.197 -0.012 -0.321
C -0.863 -0.249 2.369 -0.028 0.151 0.348
H 5.526 2.457 -1.055 0.173 -0.259 0.127
H 1.417 0.286 5.472 -0.282 -0.005 -0.213
C 5.140 1.378 -3.726 -1.964 0.973 -1.064
H -5.589 -3.478 0.483 0.303 -0.017 0.013
```
Forces are in eV/Å.

orbital gap (alpha / beta): 2.5 / 2.5 eV
molecular weight: 876.0 g/mol
energy above the lowest of the compared OMol25 structures with the same formula, charge and spin: 38.7 kcal per mole
2S+1: 1
total charge: +2

***

# C22H24F18N11O12S6Zn

A molecular structure, C22H24F18N11O12S6Zn at a distorted geometry (the ωB97M-V functional and the def2-TZVPD basis, the OMol25 dataset).

Geometry as XYZ:
```
94
Properties=species:S:1:pos:R:3:forces:R:3
H -13.291 -4.595 -8.156 -0.065 0.095 -0.132
O -10.187 -4.230 -1.047 0.675 0.073 -0.120
N -11.858 -12.294 -0.046 -2.527 -0.744 -0.886
F -12.881 -2.804 -3.177 -0.051 0.378 0.044
O -14.128 -13.434 -0.764 -0.477 0.516 0.064
H -11.005 -7.561 1.247 -0.401 -0.084 0.606
C -5.969 -6.938 -3.306 0.966 0.306 1.285
N -13.769 -7.531 -1.657 0.375 1.540 -0.861
F -13.455 -8.790 -7.510 -0.335 -0.162 -0.447
H -6.786 -5.339 -5.662 0.119 0.007 -0.116
C -13.518 -4.552 -6.119 0.323 -0.502 1.429
H -15.972 -9.153 -0.104 0.109 0.398 0.455
F -15.381 -12.319 1.480 -0.256 0.159 -0.019
H -13.729 0.698 -4.206 -0.066 -0.099 0.087
C -11.715 -12.534 -2.836 0.064 0.495 0.383
C -10.907 -9.618 1.631 0.541 -0.443 0.233
H -14.974 -4.520 -7.616 -0.148 -0.023 0.146
F -11.699 -9.738 -6.670 -0.093 0.082 -0.090
C -10.351 -3.571 -7.135 0.540 -0.980 -0.975
F -10.230 -7.146 -0.540 0.767 0.806 -0.438
N -10.346 -10.550 1.986 0.226 -0.167 0.385
F -12.316 -12.048 -3.915 -0.061 -0.220 -0.184
O -12.437 -9.328 -3.924 0.657 0.727 -0.018
C -14.061 -12.154 1.604 -0.255 -1.023 -0.164
F -12.067 -13.798 -2.668 -0.065 -0.240 -0.015
Zn -13.334 -6.334 -3.360 0.470 -0.612 0.116
C -6.545 -3.310 -6.256 0.130 -0.453 0.438
H -10.877 -2.453 2.716 0.024 -0.138 -0.024
C -15.006 -9.477 -0.483 -0.775 0.686 -0.695
O -9.133 -5.275 -3.233 0.079 0.692 0.708
N -14.182 -7.732 -4.456 -1.221 0.182 -1.757
H -6.753 -4.189 -4.320 0.127 0.167 -0.006
S -13.209 -13.195 0.305 2.130 -0.990 0.035
C -12.623 -8.808 -6.493 0.267 0.413 0.660
H -4.643 -5.552 -2.545 0.027 0.088 0.175
C -16.761 -7.953 -3.772 0.842 0.755 0.588
N -13.154 -4.858 -5.070 -0.534 -0.017 -0.604
H -12.568 2.005 -3.890 -0.126 -0.052 0.234
C -12.065 0.811 -5.480 0.002 -0.317 0.042
O -12.588 -4.367 -0.870 -0.902 0.396 -0.327
F -16.393 -9.133 -3.310 -0.121 -0.219 -0.002
O -11.186 -10.378 -1.471 -0.087 -0.813 0.250
C -7.048 -4.332 -5.354 -0.658 0.008 -0.172
F -12.046 -7.601 -6.409 0.137 -0.040 -0.130
F -18.004 -7.987 -4.176 -0.654 -0.063 -0.267
H -10.257 -1.100 1.710 0.204 -0.254 0.259
C -5.196 -6.425 -2.204 0.125 0.242 0.388
H -11.670 -8.616 0.032 -0.199 -0.116 0.329
C -9.583 -4.069 -8.290 -0.380 0.507 0.823
C -12.677 0.957 -4.168 0.260 0.457 -0.208
C -9.521 -7.366 -1.644 -0.398 -1.055 -0.558
C -13.970 -4.159 -7.423 0.252 0.148 -0.350
S -15.634 -7.376 -5.124 0.028 -0.151 1.079
F -13.799 -10.854 1.471 0.576 -0.270 1.128
F -10.394 -12.483 -3.026 -0.062 -0.111 0.001
H -5.881 -6.161 -1.400 0.054 0.191 0.017
N -6.599 -7.337 -4.155 -1.141 -0.786 -1.753
C -11.047 -1.845 1.836 -0.036 1.019 -0.395
H -15.212 -10.265 -1.213 -0.014 0.295 0.341
H -4.499 -7.161 -1.813 0.038 -0.114 -0.138
C -14.333 -8.391 -1.174 -0.880 -1.260 0.929
F -16.657 -7.051 -2.761 -0.133 -0.355 -0.225
O -12.795 -14.364 1.020 0.077 0.241 0.509
F -8.229 -7.155 -1.438 -0.075 0.370 0.340
O -15.976 -8.136 -6.263 0.019 -0.445 -0.777
H -12.133 0.337 -3.463 -0.125 -0.057 0.152
N -13.250 -0.456 1.923 -0.483 0.402 0.139
H -8.134 -4.247 -5.396 0.031 -0.211 0.245
O -13.509 -10.985 -1.552 0.666 -1.096 -0.698
H -12.590 -8.436 1.531 -0.010 0.350 0.197
O -10.230 -7.153 -4.196 -0.868 -0.560 0.318
F -10.954 -3.213 -4.046 0.182 0.243 0.069
N -11.544 0.655 -6.489 0.035 0.000 -0.276
C -12.282 -1.062 1.938 0.398 -0.715 -0.194
N -11.590 -5.743 -2.680 1.815 2.016 1.529
S -12.154 -11.443 -1.371 1.465 1.264 0.104
C -11.583 -2.959 -2.907 -0.395 -1.025 -0.153
N -6.194 -2.496 -6.977 0.243 0.540 -0.417
O -14.364 -10.214 -5.081 -1.150 -0.375 -0.765
F -11.103 -1.864 -2.357 0.101 0.390 0.122
S -10.112 -6.299 -3.060 1.186 -0.730 -2.546
S -13.469 -9.148 -4.879 1.010 -0.514 1.292
H -11.382 -3.689 -7.448 -0.198 0.478 0.297
O -15.794 -5.955 -5.136 0.068 0.335 0.134
S -11.434 -4.382 -1.706 -0.944 -1.112 0.411
H -11.060 -2.413 0.909 -0.106 -0.363 0.162
H -14.300 -9.856 0.252 -0.843 0.481 -0.511
N -9.015 -4.425 -9.213 0.444 -0.373 -0.738
F -9.687 -8.630 -1.988 0.342 0.706 -0.080
C -11.586 -8.469 1.116 -0.692 0.030 -0.746
H -10.168 -4.260 -6.313 -0.033 0.297 0.270
H -13.925 -3.072 -7.462 -0.096 0.024 -0.252
F -13.724 -12.559 2.822 0.175 0.369 -0.037
H -10.048 -2.545 -6.954 -0.250 0.085 0.315
```
Forces are in eV/Å.

orbital gap: 9.1 eV
molecular weight: 1234.3 g/mol
energy above the lowest of the compared OMol25 structures with the same formula, charge and spin: 1.7 kcal per mole
2S+1: 1
total charge: -1

***

Which of these has the highest total charge?
C22H24ClI2O2P2Tl